(1)
{"formula": "C10H25NP", "method": "the ωB97M-V functional and the def2-TZVPD basis", "symbols": ["C", "C", "C", "C", "C", "C", "C", "C", "C", "C", "N", "P", "H", "H", "H", "H", "H", "H", "H", "H", "H", "H", "H", "H", "H", "H", "H", "H", "H", "H", "H", "H", "H", "H", "H", "H", "H"], "positions_angstrom": [[-0.619561, 3.977986, -0.366598], [-2.169527, -2.055742, 0.051610], [0.931853, -2.657316, 1.894277], [2.149586, -0.468219, -2.134835], [-0.557855, 0.452024, -1.838967], [-0.937897, 3.284875, 0.960018], [0.181366, 2.791647, 1.744033], [-0.950813, -2.470827, -0.784749], [1.309654, -2.633578, 0.423926], [0.323900, 1.535868, 2.123904], [0.367392, -1.876747, -0.310693], [0.723524, -0.366628, -0.939329], [-1.578893, 3.898011, -0.842982], [0.128711, 3.438976, -1.028932], [-0.444223, 5.123606, -0.224884], [-2.257609, -0.993642, 0.117836], [-3.142312, -2.261876, -0.530288], [-2.319505, -2.422354, 1.099929], [0.137653, -3.415185, 2.106977], [1.800461, -3.092316, 2.475211], [0.760241, -1.675404, 2.135775], [3.158685, -0.515438, -1.810781], [2.034922, 0.563628, -2.538777], [1.924792, -1.148971, -2.837679], [-0.633567, 0.217873, -2.848004], [-0.224844, 1.492004, -1.943736], [-1.478372, 0.426932, -1.322564], [-1.569784, 3.981660, 1.546153], [-1.565137, 2.476161, 0.681408], [0.847308, 3.585605, 2.146130], [1.131438, 0.379423, 0.282494], [-1.048221, -2.274266, -1.827244], [-0.834555, -3.545108, -0.649903], [1.329524, -3.621747, 0.009303], [2.288611, -2.177814, 0.338450], [-0.365883, 0.795349, 1.881058], [1.168937, 1.251551, 2.762455]], "forces_ev_per_angstrom": [[0.3728, 1.5140, -0.0090], [-2.0272, -0.1738, -0.7724], [1.5868, -4.0712, 0.0217], [-1.2993, 4.2441, 2.5184], [0.8911, 1.3153, 1.0778], [-0.4344, 1.0441, -0.4782], [0.8004, 1.0008, 1.1844], [0.8047, -0.6406, 2.4417], [0.2523, -0.3306, 1.1500], [1.9640, 0.7875, 0.9811], [-2.9119, 2.2186, -2.7668], [2.8561, -1.7849, 1.7899], [-0.3376, 0.3428, -0.8947], [-0.5661, 0.9522, 0.9950], [0.2741, -2.2077, -0.4949], [0.3189, 1.0144, 0.2308], [1.4524, -0.2953, 0.8154], [0.6728, -0.1251, -1.1030], [0.0958, 1.1845, -0.2113], [-0.7628, 0.8058, -0.4600], [-0.8261, 2.1192, 1.3268], [0.6574, -0.3997, 0.8391], [0.3577, -0.5881, -0.3626], [-0.7871, -2.4577, -2.5780], [-0.2505, -1.3522, -1.7539], [-0.0248, 0.0721, 0.6132], [-1.0730, 0.0104, 0.3986], [0.3588, -0.3317, -0.1337], [-0.7791, -1.0932, 0.0785], [-0.1072, -0.7624, -0.4215], [-0.3866, -0.2515, -1.7498], [-0.3884, 0.1857, -0.7476], [0.1268, -0.1149, -0.3300], [0.3716, -0.6370, -0.2930], [0.3657, 0.0088, -0.2447], [-1.2287, -1.2123, -0.4569], [-0.3895, 0.0095, -0.2003]], "homo_lumo_gap_ev": 10.25, "total_charge": 1, "e_homo_ev": -12.644, "mol_weight_g_mol": 190.29, "energy_ev": -21546.1393}

(2)
{"formula": "C10H26AgBr2N2O3", "method": "the ωB97M-V functional and the def2-TZVPD basis", "symbols": ["Ag", "Br", "Br", "C", "C", "C", "O", "C", "N", "H", "H", "H", "H", "H", "H", "H", "H", "H", "H", "H", "C", "O", "C", "C", "N", "C", "C", "O", "C", "H", "H", "H", "H", "H", "H", "H", "H", "H", "H", "H", "H", "H", "H", "H"], "positions_angstrom": [[0.229903, 0.521784, -0.923980], [-0.808617, 1.773854, 1.283410], [0.482473, 2.822094, -2.795820], [4.702343, -0.069466, 0.549630], [3.167393, -0.293956, 0.513210], [2.629283, -0.211056, 1.935560], [3.010223, -1.296856, 2.789400], [2.940803, -1.149316, 4.137970], [2.574043, 0.748224, -0.341970], [5.246343, -0.304106, -0.365310], [5.151683, -0.784186, 1.239100], [5.034953, 0.928724, 0.834380], [3.045543, -1.340016, 0.232130], [1.540953, -0.164226, 1.897680], [3.064113, 0.696744, 2.353780], [1.940363, -1.082696, 4.565510], [3.615693, -0.331486, 4.390500], [3.356953, -2.101916, 4.465800], [2.951153, 1.554714, 0.134960], [3.235623, 0.883624, -1.093020], [-4.893597, 2.515734, -0.611470], [-4.272397, 1.652004, -1.431070], [-3.146297, 2.098834, -2.168570], [-2.634687, 0.885004, -2.865470], [-1.752687, -0.068926, -2.149880], [-2.492767, -0.785066, -1.092540], [-1.540297, -1.794996, -0.502080], [-0.216847, -1.517116, 0.007350], [0.423023, -2.665526, 0.658200], [-5.879517, 2.056014, -0.680080], [-4.883217, 3.585594, -0.819780], [-4.619307, 2.257484, 0.411360], [-2.447057, 2.506504, -1.438530], [-3.463847, 2.953144, -2.766420], [-1.993627, 1.238144, -3.673210], [-3.415087, 0.345954, -3.402580], [-1.731217, -0.765536, -2.880880], [-3.368717, -1.255796, -1.538890], [-2.838877, -0.099056, -0.319420], [-1.570107, -2.660576, -1.163870], [-2.133317, -2.226956, 0.304050], [0.511873, -3.332446, -0.199370], [-0.149857, -3.220446, 1.401140], [1.397223, -2.502436, 1.119100]], "forces_ev_per_angstrom": [[0.1803, 1.6530, -0.2426], [0.1296, -0.1472, -0.4772], [-0.0317, -0.6877, 0.6470], [0.3966, -0.9623, 0.1899], [2.2414, -0.7728, 0.8040], [-0.3413, 0.3068, 0.8440], [-0.1394, -0.5374, -3.9578], [0.6978, -0.3420, 0.9298], [0.4382, -0.3299, 0.2048], [-0.4728, 0.0723, -0.5047], [-0.0852, 0.1117, 0.4014], [-0.3924, 0.1864, 0.2151], [-0.4852, 0.1767, -0.8540], [-0.1722, 0.4054, 0.1075], [-0.3678, 0.4398, 0.3032], [-0.1917, 0.4871, -0.0999], [-0.2365, 0.2302, 0.8221], [0.1285, 0.1789, 0.6612], [-1.1693, 1.0673, 0.7533], [-0.1991, -0.7937, -1.1707], [-2.0880, -0.6588, 2.0034], [1.6759, -1.5395, -2.5138], [-0.5714, -0.0620, 1.9679], [1.4276, 0.9389, -1.7520], [-1.4474, 0.3435, -0.0005], [1.5341, 1.4517, 0.4839], [-1.2464, -2.7947, 1.4095], [-0.6059, 0.1926, 0.6180], [-0.6925, -0.5844, -1.6979], [-0.9336, 1.1628, 0.3571], [0.1857, -0.0499, -0.2461], [0.4609, 0.8589, 0.4333], [0.6471, -0.0895, -0.0940], [0.1908, -0.2415, -0.7791], [0.0903, 0.2072, -0.1386], [-0.5369, -0.0521, 0.4130], [1.0913, -0.4030, -0.1202], [-0.0348, -0.4933, 0.2999], [0.1499, 0.2143, -0.2044], [1.0150, -0.1397, -0.6311], [0.1027, 0.0563, 0.6672], [0.5520, -0.5747, 0.2371], [-0.7067, 0.6363, 0.0823], [-0.1874, 0.8782, -0.3713]], "homo_lumo_gap_ev": [8.66, 4.80], "multiplicity": 2, "e_homo_ev": [-8.211, -7.986], "mol_weight_g_mol": 490.00, "energy_ev": -163995.0110}